Below is a molecular structure, C39H50AlN2O8STe, with properties calculated with ωB97M-V with the def2-TZVPD basis set.

Calculated values
* ⟨S²⟩: 0.77
* orbital gap (alpha / beta): 7.5 / 5.6 eV
* LUMO level (alpha / beta): 0.02 / -1.89 eV
* HOMO (alpha / beta): -7.517 / -7.516 eV

Structure (ORCA input):
```
! RIJCOSX wB97M-V def2-TZVPD def2/J DEFGRID3
* xyz 0 2
Al 1.876 0.319 -2.023
O 3.749 -0.110 -2.528
C 4.919 0.614 -2.942
C 5.543 1.369 -1.786
C 4.498 2.104 -0.935
C 3.505 2.875 -1.763
C 3.629 4.271 -1.892
C 2.731 4.961 -2.710
C 1.744 4.278 -3.366
C 1.549 2.860 -3.158
N 2.550 2.204 -2.367
H 3.814 -1.079 -2.418
H 4.590 1.292 -3.727
H 5.615 -0.096 -3.386
H 6.272 2.068 -2.203
H 6.094 0.682 -1.139
H 4.993 2.786 -0.244
H 3.965 1.369 -0.334
H 4.416 4.776 -1.352
H 2.839 6.028 -2.861
H 1.091 4.771 -4.073
H 0.838 1.394 -4.296
O -1.094 -4.658 -3.811
C -0.328 -3.763 -3.587
C 0.868 -3.820 -2.629
O 1.290 -4.796 -2.054
C 1.357 -2.440 -2.563
C 0.627 -1.621 -3.408
O 0.910 -0.337 -3.430
C -0.406 -2.332 -4.137
O -1.171 -1.927 -4.983
O 2.296 -1.933 -1.837
C -0.981 3.412 -2.465
C 0.139 2.438 -2.250
O 1.361 2.210 -4.401
N 0.203 1.362 -1.669
Te -2.021 1.346 0.587
C -3.362 1.167 2.229
C -2.945 1.461 3.534
C -1.582 1.999 3.888
C -3.818 1.242 4.598
C -5.095 0.740 4.408
C -6.030 0.520 5.565
C -5.500 0.480 3.106
C -4.669 0.694 2.011
C -5.228 0.400 0.647
C -2.326 -0.647 -0.088
C -2.267 -1.705 0.824
C -1.869 -1.558 2.270
C -2.629 -2.986 0.405
C -3.023 -3.253 -0.895
C -3.485 -4.619 -1.314
C -3.007 -2.198 -1.803
C -2.682 -0.899 -1.429
C -2.762 0.166 -2.487
H -1.290 3.379 -3.513
H -0.650 4.427 -2.242
H -1.830 3.152 -1.835
H -0.991 2.277 3.019
H -1.011 1.256 4.453
H -1.676 2.880 4.525
H -3.482 1.471 5.605
H -5.489 0.496 6.511
H -6.572 -0.421 5.460
H -6.771 1.319 5.625
H -6.504 0.106 2.928
H -6.314 0.494 0.662
H -4.981 -0.613 0.321
H -4.834 1.083 -0.106
H -1.374 -0.610 2.470
H -1.202 -2.376 2.557
H -2.741 -1.603 2.928
H -2.610 -3.795 1.131
H -3.380 -5.337 -0.500
H -2.918 -4.981 -2.171
H -4.538 -4.592 -1.603
H -3.278 -2.386 -2.837
H -3.314 -0.202 -3.351
H -1.766 0.457 -2.821
H -3.253 1.066 -2.112
C 2.982 1.512 3.973
C 2.927 0.461 2.870
C 1.529 0.391 2.284
S 1.237 -0.598 0.822
O 2.152 0.080 -0.212
C 2.010 -2.188 1.154
C 3.518 -2.304 0.973
C 3.926 -3.771 1.064
H 3.978 1.573 4.412
H 2.278 1.279 4.775
H 2.725 2.500 3.585
H 3.215 -0.512 3.270
H 3.641 0.708 2.081
H 1.187 1.372 1.942
H 0.787 0.054 3.012
H 1.509 -2.859 0.452
H 1.672 -2.463 2.160
H 4.053 -1.707 1.708
H 3.761 -1.920 -0.015
H 3.640 -4.207 2.025
H 5.005 -3.885 0.957
H 3.447 -4.346 0.270
*
```

=====

Below is a single CClNS molecule at a distorted geometry, with properties calculated with ωB97M-V with the def2-TZVPD basis set.

Calculated values
* orbital gap (alpha / beta): 7.0 / 7.0 eV
* LUMO level (alpha / beta): -3.08 / -3.09 eV
* HOMO (alpha / beta): -10.061 / -10.052 eV

Structure (ORCA input):
```
! RIJCOSX wB97M-V def2-TZVPD def2/J DEFGRID3
* xyz 0 1
C -0.299 -1.859 -0.910
N -0.027 -0.825 -0.496
S 0.477 1.575 1.595
Cl -0.150 1.109 -0.188
*
```

=====

Below is 6 unconnected molecules or ions with the total composition H12O6 at a distorted geometry, with properties calculated with ωB97M-V with the def2-TZVPD basis set.

Calculated values
* ⟨S²⟩: 0.75
* orbital gap (alpha / beta): 2.7 / 10.8 eV
* LUMO level (alpha / beta): 3.35 / 3.20 eV
* HOMO (alpha / beta): 0.622 / -7.629 eV

Structure (ORCA input):
```
! RIJCOSX wB97M-V def2-TZVPD def2/J DEFGRID3
* xyz -1 2
O -2.837 0.765 -0.959
H -2.150 1.445 -0.791
H -3.550 1.049 -1.533
O 1.184 -1.013 0.779
H 0.355 -0.782 1.239
H 0.986 -1.804 0.221
O -1.793 0.412 1.717
H -2.110 -0.516 1.758
H -2.404 0.771 1.030
O 1.495 1.669 0.107
H 1.538 1.897 1.051
H 1.294 0.700 0.208
O 3.022 -4.433 -0.943
H 3.831 -4.008 -1.293
H 2.462 -3.642 -1.063
O -0.954 2.601 -0.589
H -0.144 2.313 -0.109
H -0.704 3.099 -1.362
*
```